(1)
Molecular formula: C16H24IrN2O
Method: DFT, ωB97M-V with the def2-TZVPD basis set

Each line ends with the Löwdin spin population.
Cartesian coordinates (Å):
C (-1.20440, 1.31696, 2.19518)  0.098
C (-1.28246, -0.91276, 2.36130)  0.252
H (-0.25941, 1.84990, 2.34767)  0.016
H (-1.61652, 1.02351, 3.17620)  0.001
H (-1.94995, 1.99374, 1.75294)  0.015
H (-0.97321, -1.93092, 2.05795)  0.058
H (-0.72932, -0.67717, 3.27736)  0.007
H (-2.36286, -0.89903, 2.52568)  0.005
C (-0.18488, 2.63977, -0.84892)  0.103
C (0.10278, 3.47415, -1.91956)  0.226
C (0.31608, 2.93374, -3.18920)  0.034
C (0.23535, 1.55555, -3.34819)  0.206
H (-0.36353, 3.00326, 0.16338)  0.003
H (0.15065, 4.54763, -1.73485)  0.009
H (0.53852, 3.57798, -4.03781)  -0.002
H (0.39483, 1.06580, -4.30562)  0.007
N (-0.27613, 1.30581, -1.01917)  0.257
C (-0.06793, 0.74859, -2.24416)  0.206
C (-0.21312, -0.69602, -2.27876)  0.240
N (-0.52310, -1.25197, -1.07691)  0.229
C (-0.65929, -2.57971, -0.94541)  0.143
C (-0.25304, -2.87585, -3.30715)  0.053
C (-0.54245, -3.42040, -2.04917)  0.259
H (-0.87416, -2.93498, 0.06328)  0.005
H (-0.68543, -4.48573, -1.90034)  0.011
C (-0.07861, -1.50415, -3.41730)  0.222
H (0.15504, -1.01464, -4.36032)  0.006
H (-0.16773, -3.51969, -4.18037)  -0.002
Ir (-0.79597, 0.03616, 0.54233)  1.436
C (-2.75471, 0.09698, 0.25605)  0.026
H (-3.11989, -0.91382, 0.03637)  0.020
H (-3.00816, 0.75217, -0.58519)  0.010
H (-3.25488, 0.45979, 1.16153)  0.012
C (1.66903, 0.11092, 3.24400)  0.040
C (2.11027, 0.07733, 1.79727)  0.075
C (3.32389, -0.83269, 1.66984)  -0.001
O (1.18586, -0.38468, 0.83339)  0.676
H (1.41699, -0.89551, 3.59055)  0.001
H (0.82281, 0.77554, 3.40271)  0.000
H (2.49378, 0.48196, 3.86233)  0.002
H (2.44413, 1.10103, 1.53707)  0.034
H (3.00651, -1.86977, 1.83665)  0.000
H (3.73362, -0.75201, 0.66048)  0.000
H (4.10100, -0.57677, 2.39689)  0.000

Atomic forces in eV per Å
C -0.5 1.8 0.2
C -0.3 -0.8 1.5
H -0.2 0.0 0.0
H 0.3 0.2 -0.7
H 0.3 0.0 0.1
H 0.2 0.2 -0.5
H -0.3 -0.4 -0.4
H 0.4 0.1 0.1
C -0.2 -1.5 -0.1
C 0.0 1.0 0.3
C 0.1 -1.2 -0.8
C 0.4 1.8 -1.2
H 0.1 0.1 -0.4
H 0.0 -0.3 -0.1
H 0.0 -0.2 0.2
H 0.0 0.4 0.1
N -0.2 2.4 2.0
C -0.5 -4.7 -0.1
C 0.4 4.8 0.0
N -0.7 -1.6 1.6
C 0.1 1.5 0.0
C 0.2 1.1 -0.7
C -0.1 -0.8 0.2
H 0.0 -0.1 -0.4
H 0.1 0.1 -0.1
C 0.1 -1.8 -1.5
H -0.1 -0.4 0.1
H 0.0 0.2 0.2
Ir 1.4 -1.9 0.6
C -1.3 0.3 -0.4
H 0.0 0.1 0.0
H 0.0 -0.1 0.1
H -0.2 -0.2 -0.4
C -0.8 0.0 0.5
C 2.1 -0.5 -0.3
C 0.2 -0.1 -0.2
O -0.8 0.8 0.9
H 0.1 0.1 0.0
H 0.2 -0.1 0.2
H -0.1 -0.1 -0.3
H -0.5 0.0 -0.3
H 0.2 0.2 0.0
H 0.1 -0.1 0.1
H -0.1 0.0 -0.2

The charge is +2. Its expectation value of S² is 8.79. As for the spin multiplicity: 6.

(2)
Molecular formula: C16H24N2O4
Method: DFT, ωB97M-V with the def2-TZVPD basis set

Each line ends with the Mulliken charge.
Cartesian coordinates (Å):
C (-6.43960, -2.35939, 0.95464)  -0.743
O (-6.22625, -1.10320, 0.37013)  -0.295
C (-5.47205, -0.23321, 1.18540)  -0.541
C (-5.37292, 1.13159, 0.50984)  -0.624
C (-4.77548, 1.04525, -0.89868)  -0.894
N (-3.43401, 0.51140, -0.90569)  -0.113
C (-2.34261, 1.30615, -0.81118)  0.252
O (-2.41184, 2.51995, -0.76960)  -0.658
C (-1.03581, 0.58158, -0.76750)  0.703
C (-0.82173, -0.64197, -1.39604)  -0.592
C (0.41947, -1.24280, -1.32925)  -0.905
C (1.46676, -0.64946, -0.62799)  1.076
C (2.77585, -1.37408, -0.62163)  0.433
O (3.04490, -2.21728, -1.45914)  -0.691
N (3.60572, -1.06778, 0.40020)  -0.134
C (4.95337, -1.57688, 0.47296)  -0.916
C (5.98732, -0.52863, 0.04892)  -0.400
C (5.97445, 0.70656, 0.95646)  -0.634
O (4.78748, 1.47108, 0.89794)  -0.348
C (4.64402, 2.24214, -0.27213)  -0.704
C (1.25873, 0.58623, -0.02071)  -0.245
C (0.02056, 1.19356, -0.09898)  -1.264
H (-5.49071, -2.87440, 1.15512)  0.310
H (-7.02395, -2.93999, 0.24377)  0.243
H (-6.99381, -2.27196, 1.89771)  0.287
H (-5.95607, -0.12510, 2.16889)  0.430
H (-4.46736, -0.65475, 1.35619)  0.335
H (-4.75615, 1.78562, 1.12715)  0.323
H (-6.37152, 1.56100, 0.43073)  0.367
H (-5.40823, 0.41021, -1.52100)  0.395
H (-4.72166, 2.04945, -1.32502)  0.365
H (-3.33490, -0.48598, -0.81674)  0.300
H (-1.60890, -1.11296, -1.96721)  0.473
H (0.60807, -2.18405, -1.82384)  0.469
H (3.40425, -0.27936, 0.99558)  0.265
H (5.00379, -2.43989, -0.19554)  0.428
H (5.15414, -1.90152, 1.49917)  0.353
H (6.98171, -0.97417, 0.09297)  0.393
H (5.79469, -0.23371, -0.98372)  0.229
H (6.05728, 0.39573, 2.00227)  0.312
H (6.83542, 1.34635, 0.71282)  0.383
H (5.54555, 2.83460, -0.46406)  0.347
H (4.43098, 1.62235, -1.14989)  0.283
H (3.80459, 2.91400, -0.10049)  0.236
H (2.05785, 1.09884, 0.49371)  0.264
H (-0.15139, 2.15886, 0.35345)  0.446

Atomic forces in eV per Å
C 0.0 -0.1 0.1
O 0.0 0.3 -0.2
C 0.0 0.3 0.1
C 0.1 -0.5 -0.1
C -0.2 0.3 0.1
N -0.2 -0.3 0.0
C -0.1 -0.2 -0.1
O 0.0 0.2 0.1
C 0.4 0.0 0.0
C 0.0 0.2 0.1
C 0.2 -0.1 0.1
C -0.4 0.1 -0.2
C 0.1 -0.1 0.2
O 0.0 -0.1 -0.2
N 0.0 0.2 0.2
C 0.3 -0.1 -0.3
C -0.4 0.1 0.3
C 0.3 -0.2 -0.1
O -0.1 0.1 0.2
C 0.0 0.0 -0.1
C 0.0 -0.2 -0.1
C -0.2 0.1 0.0
H 0.0 0.0 0.0
H 0.0 -0.1 0.1
H 0.0 0.0 0.0
H 0.1 0.0 -0.1
H -0.1 0.0 0.0
H 0.0 0.1 0.0
H 0.0 0.1 0.1
H 0.1 0.1 0.0
H -0.1 -0.2 0.0
H 0.1 0.1 0.0
H -0.1 0.0 0.0
H 0.0 0.0 0.0
H -0.1 -0.1 -0.2
H 0.0 0.1 0.2
H 0.0 0.0 -0.1
H 0.1 0.0 0.0
H 0.1 0.0 -0.1
H 0.1 0.0 -0.1
H -0.1 0.0 0.1
H 0.0 0.0 0.0
H 0.0 0.0 0.0
H 0.0 0.0 -0.1
H 0.1 0.0 0.1
H 0.0 0.1 0.0

The charge is 0. The energy above the lowest of the compared OMol25 structures with the same formula, charge and spin is 158.06 kJ/mol. Its structure (SMILES) is COCCCNC(=O)c1ccc(C(=O)NCCCOC)cc1. As for the spin multiplicity: 1.

(3)
Molecular formula: C16H24N2O5S2
Method: DFT, ωB97M-V with the def2-TZVPD basis set

Each line ends with the Mulliken charge.
Cartesian coordinates (Å):
O (2.39714, 1.36768, -1.18206)  -0.691
S (1.40454, 2.30788, -0.75227)  1.509
O (1.70453, 3.70706, -0.81398)  -0.780
C (0.91827, 1.87224, 0.91917)  -0.261
C (0.26852, 2.80010, 1.71226)  -0.582
C (-0.20664, 2.42338, 2.95906)  -0.889
C (-0.05717, 1.11104, 3.38518)  -0.443
C (0.59624, 0.19947, 2.57785)  0.218
S (0.69395, -1.52330, 3.06070)  1.318
O (0.32736, -1.63555, 4.44249)  -0.718
O (1.94688, -2.06271, 2.62468)  -0.679
N (-0.55699, -2.11025, 2.09922)  0.115
C (-0.15215, -2.90554, 0.95433)  -0.623
C (0.08308, -4.36163, 1.36695)  -0.660
O (-1.05297, -4.89831, 2.00851)  -0.414
C (-1.38861, -4.15568, 3.15964)  -0.493
C (-1.68159, -2.69555, 2.80490)  -0.790
C (1.09985, 0.57127, 1.34599)  -0.549
N (-0.05636, 2.07335, -1.50152)  0.228
C (-0.59925, 3.12432, -2.32984)  -0.947
C (-0.01644, 3.17687, -3.74228)  -0.448
C (-0.09477, 1.84473, -4.48856)  -0.834
C (0.87448, 0.80128, -3.92652)  -0.768
C (0.31281, -0.06293, -2.79518)  -0.489
C (-0.48810, 0.71880, -1.74141)  -0.871
H (0.15948, 3.80782, 1.34359)  0.500
H (-0.69985, 3.14452, 3.59249)  0.423
H (-0.42626, 0.77938, 4.34294)  0.507
H (0.76554, -2.48001, 0.55332)  0.307
H (-0.94895, -2.84555, 0.20591)  0.443
H (0.26477, -4.99030, 0.49387)  0.369
H (0.95271, -4.39748, 2.03885)  0.357
H (-2.26769, -4.63940, 3.58831)  0.371
H (-0.56051, -4.17988, 3.88347)  0.335
H (-1.84538, -2.11310, 3.70962)  0.478
H (-2.55845, -2.63091, 2.15319)  0.407
H (1.64939, -0.12667, 0.73596)  0.635
H (-1.68524, 2.98803, -2.37026)  0.489
H (-0.38051, 4.06263, -1.81785)  0.354
H (-0.55771, 3.94411, -4.30077)  0.411
H (1.02856, 3.48420, -3.67107)  0.271
H (-1.11767, 1.46230, -4.46903)  0.316
H (0.16307, 2.03275, -5.53319)  0.392
H (1.18913, 0.12871, -4.72743)  0.468
H (1.76659, 1.31004, -3.55865)  0.232
H (-0.34219, -0.83547, -3.20518)  0.541
H (1.15705, -0.55506, -2.31215)  0.248
H (-0.44325, 0.18681, -0.78432)  0.246
H (-1.53924, 0.77453, -2.03895)  0.441

Atomic forces in eV per Å
O -0.2 -0.2 0.1
S -0.6 0.0 0.4
O -0.2 0.1 0.1
C 0.3 -0.2 -0.5
C 0.0 0.2 0.1
C 0.1 0.0 -0.2
C 0.0 -0.1 0.2
C 0.1 -0.3 0.3
S -0.4 0.5 -0.3
O -0.2 0.2 -0.1
O 0.0 0.1 -0.3
N 0.7 0.3 0.6
C 0.3 -0.5 -0.3
C 0.1 0.2 -0.2
O -0.1 -0.1 -0.1
C -0.2 0.3 0.1
C -0.3 -0.4 0.5
C 0.3 0.0 -0.1
N 0.9 0.2 0.4
C 0.2 0.7 -0.4
C -0.3 -0.1 0.1
C 0.3 0.1 0.0
C -0.2 -0.2 0.0
C 0.1 0.1 0.0
C 0.1 -0.7 0.0
H -0.1 0.2 0.0
H 0.0 0.1 0.0
H -0.1 0.0 0.1
H 0.0 -0.1 -0.2
H 0.1 0.0 0.0
H 0.1 0.1 0.0
H -0.1 -0.1 -0.1
H 0.1 0.1 0.1
H -0.1 -0.1 0.0
H -0.2 -0.1 0.0
H 0.1 0.0 0.1
H 0.1 -0.1 -0.1
H 0.1 0.0 0.1
H -0.2 0.0 -0.1
H 0.0 0.1 0.0
H 0.0 0.1 -0.1
H -0.1 0.0 -0.1
H -0.1 0.0 0.0
H 0.1 0.0 0.0
H 0.1 0.0 -0.1
H 0.0 0.0 0.0
H -0.1 -0.1 0.0
H -0.2 -0.1 -0.1
H 0.1 0.1 0.1

The charge is 0. The energy above the lowest of the compared OMol25 structures with the same formula, charge and spin is 22.86 kJ/mol. Its structure (SMILES) is O=S(=O)(c1cccc(S(=O)(=O)N2CCOCC2)c1)N1CCCCCC1. As for the spin multiplicity: 1.

(4)
Molecular formula: C16H24N3
Method: DFT, ωB97M-V with the def2-TZVPD basis set

Each line ends with the Mulliken charge.
Cartesian coordinates (Å):
C (-2.32666, -0.93446, 2.32062)  -0.939
C (-1.60212, 0.30503, 1.95754)  1.091
C (-2.38168, 1.57494, 2.00248)  -1.747
C (-0.18769, 0.33518, 1.98988)  1.179
C (0.56016, 1.55205, 2.07698)  -0.202
C (1.91895, 1.56214, 2.39003)  -0.856
C (2.61595, 0.35170, 2.53584)  -0.254
C (1.92362, -0.86363, 2.38502)  -0.858
C (0.57011, -0.87706, 2.05068)  -0.191
H (-2.06467, -1.74727, 1.62288)  -0.108
H (-2.14025, -1.32570, 3.33706)  0.371
H (-3.39890, -0.75653, 2.23020)  0.372
H (-1.94380, 2.45796, 1.50574)  0.394
H (-3.35936, 1.36942, 1.53461)  0.504
H (-2.58851, 1.91254, 3.04515)  0.374
H (0.02863, 2.50261, 2.00536)  0.273
H (2.45385, 2.50614, 2.52548)  0.403
H (3.70194, 0.35372, 2.67724)  0.399
H (2.44690, -1.81321, 2.52214)  0.401
H (0.04503, -1.82300, 1.88235)  0.331
C (-3.03511, -3.05224, -1.61525)  -0.781
C (-2.09247, -2.78053, -0.46798)  -0.613
N (-1.79071, -1.34746, -0.32824)  -0.151
C (-1.54401, -0.71344, -1.45647)  0.110
N (-1.68881, -1.28148, -2.69037)  0.185
C (-2.43253, -2.53126, -2.90727)  -0.705
C (-1.41061, -0.54838, -3.90833)  -0.688
C (-0.40067, 0.55137, -3.68274)  -0.712
C (-0.86275, 1.44746, -2.56308)  -0.660
N (-1.13611, 0.61027, -1.41364)  0.125
H (-3.20600, -4.13302, -1.72543)  0.368
H (-4.00865, -2.58568, -1.39970)  0.337
H (-2.54304, -3.13756, 0.46423)  0.417
H (-1.16428, -3.35958, -0.64060)  0.186
H (-1.75126, -3.28204, -3.34249)  0.338
H (-3.23147, -2.37892, -3.64216)  0.343
H (-1.05442, -1.23390, -4.68269)  0.370
H (-2.35061, -0.09040, -4.25052)  0.331
H (0.59066, 0.14729, -3.43871)  0.303
H (-0.27846, 1.12556, -4.60954)  0.366
H (-0.07260, 2.15933, -2.32476)  0.378
H (-1.76624, 2.01442, -2.81472)  0.318
H (-1.23659, 1.05824, -0.50175)  -0.102

Atomic forces in eV per Å
C -0.7 -0.8 -0.1
C 0.7 0.2 1.8
C -0.7 0.4 -0.8
C 1.4 -0.2 -0.6
C -0.1 0.1 0.6
C -0.2 -0.1 -0.2
C -0.6 -0.1 -0.4
C -0.3 -0.1 -0.2
C 0.0 0.1 0.6
H -0.1 0.6 0.7
H 0.2 0.7 -0.2
H 0.0 -0.1 0.0
H 0.0 -0.6 0.1
H 0.3 0.2 0.3
H 0.2 -0.6 -0.4
H 0.3 -0.3 0.0
H -0.3 -0.3 -0.2
H -0.5 0.0 0.2
H -0.1 0.4 -0.2
H 0.4 0.4 0.1
C -0.5 -0.3 -0.1
C 0.4 0.5 -0.1
N 0.5 0.6 -1.5
C -0.6 -0.5 0.5
N 0.2 -0.2 -0.1
C 0.2 -0.2 0.2
C -0.2 0.4 -0.1
C 0.4 0.2 -0.5
C -0.2 0.0 0.1
N 0.0 -0.4 1.0
H 0.0 0.3 0.1
H 0.3 0.0 -0.2
H 0.1 -0.1 0.0
H -0.2 0.2 0.2
H -0.1 0.3 0.2
H 0.2 0.3 0.0
H -0.1 -0.1 0.1
H 0.1 -0.1 -0.2
H -0.2 -0.1 0.0
H -0.1 -0.1 0.2
H 0.0 0.0 0.2
H 0.1 0.0 -0.3
H 0.2 -0.5 -0.7

The charge is +1. The energy above the lowest of the compared OMol25 structures with the same formula, charge and spin is 224.83 kJ/mol. As for the spin multiplicity: 1.

| no. | E (eV) |
| --- | --- |
| 1 | -24823.8263 |
| 2 | -28152.0406 |
| 3 | -51868.3980 |
| 4 | -21444.5043 |